[1]
A cluster of 2 separate species, C14H16O in total at a distorted geometry. Source: the Open Molecules 2025 dataset; level of theory: ωB97M-V/def2-TZVPD.

The geometry in XYZ format:
```
31
Properties=species:S:1:pos:R:3:forces:R:3
C -3.225729 0.779888 1.941402 -0.1227 0.5820 0.8547
C -0.927535 1.237253 0.977074 0.2333 -0.3679 -0.0736
C -1.755815 0.479861 1.805441 -0.5240 -0.5559 -1.0653
C 0.442759 1.053244 1.007364 1.1971 0.7150 1.0175
C 1.051381 0.153147 1.878569 -1.1612 0.0541 0.1178
C -1.183348 -0.570226 2.506729 0.6623 0.6734 1.1700
C 0.200413 -0.636004 2.637831 0.3733 -1.2210 -0.6996
H -1.300118 1.904605 0.209338 -0.3576 0.3240 0.4425
H 1.108486 1.777328 0.550259 -0.2379 -0.1994 -0.6418
H -3.563833 0.445885 2.920954 -0.0010 -0.2037 0.0976
H -3.978117 0.411433 1.245001 0.4709 -0.1592 -0.4707
H 2.118389 0.043294 1.993658 0.1041 0.1909 -0.1718
H -1.766631 -1.212895 3.156292 -0.2376 0.0353 -0.1939
H 0.647555 -1.441891 3.210308 -0.1583 0.1103 0.2816
H -3.312951 1.863977 2.004234 -0.2481 0.1165 -0.2690
C 3.196636 0.657132 -2.114748 -0.6877 -0.4262 0.2460
C 1.790062 -1.339409 -1.513136 -0.9783 -0.5499 -0.3453
C 1.844565 -0.028935 -1.950113 1.0475 1.3009 0.7765
C 0.558305 -1.972829 -1.348192 0.4912 1.2714 1.4393
C -0.580638 -1.204259 -1.516118 -1.4920 0.6725 -1.0114
C 0.690309 0.736594 -2.022927 -1.2660 -0.2538 -0.5663
C -0.565573 0.147640 -1.866095 1.1269 -1.2139 -0.3765
O -1.770578 -1.871105 -1.522914 -0.1485 -1.8546 0.3133
H 2.666973 -1.928423 -1.290588 0.3224 0.2126 -0.0722
H 0.510069 -2.828691 -0.698588 -0.1906 -0.7841 -0.5983
H 3.236266 1.648182 -1.662600 -0.1955 0.0219 0.0166
H 3.398266 0.768695 -3.174700 0.4620 -0.0745 -0.1166
H 0.700431 1.796888 -2.245147 0.3926 0.0160 -0.1449
H -2.636422 -1.484961 -1.374739 0.6062 0.9875 0.1038
H -1.516201 0.577539 -2.148735 0.0990 0.5147 0.2998
H 3.922621 0.037030 -1.595120 0.4181 0.0654 -0.3600
```
Positions in Å, forces in eV/Å.

Results
Spin multiplicity: 1
Frontier orbital gap (eV): 8.957
LUMO energy (eV): 0.75
Calculated total energy (eV): -16824.079
Largest force on an atom (eV/A): 1.982
E_HOMO (eV): -8.21
Energy relative to the best compared isomer or geometry (same formula, charge and spin) (eV): 1.156

[2]
A structure of composition C34H29Cl3FeGeN2O5P. Source: the Open Molecules 2025 dataset; level of theory: ωB97M-V/def2-TZVPD.

The geometry in XYZ format:
```
76
Properties=species:S:1:pos:R:3:forces:R:3
Fe -0.919245 -1.204920 -0.018333 -0.0807 0.1660 -0.4467
O -1.906740 -1.170871 2.230512 -0.0760 -0.0949 -0.0766
C -1.939556 -0.125793 1.665506 -0.0445 0.0978 0.2735
C -2.500379 1.130647 1.559022 -0.0141 -0.0159 -0.1800
C -3.233125 1.616809 2.692240 0.0261 0.0024 0.0239
C -3.803314 2.859477 2.656201 0.0114 0.0059 -0.0149
C -3.686505 3.682668 1.521219 0.0056 -0.0061 -0.0037
C -2.964791 3.220249 0.423141 -0.0116 0.0165 0.0731
C -2.364723 1.975584 0.411114 0.0276 -0.0417 -0.0065
P -1.350641 1.335550 -0.957877 -0.0707 0.0689 0.1232
C -2.432348 1.421870 -2.419950 0.0045 -0.0248 0.0029
C -3.812631 1.285213 -2.314010 -0.0021 0.0175 0.0079
C -4.593653 1.166713 -3.455249 -0.0029 -0.0013 0.0000
C -4.004510 1.186727 -4.708635 0.0051 0.0001 -0.0070
C -2.626173 1.314193 -4.822367 -0.0079 -0.0048 -0.0034
C -1.844646 1.421405 -3.686315 0.0029 -0.0052 0.0316
C -0.196158 2.737387 -1.243906 0.0253 -0.0423 -0.0319
C 1.074597 2.646570 -0.677553 -0.0248 0.0090 0.0154
C 1.983677 3.686561 -0.821357 -0.0031 0.0188 -0.0114
C 1.637677 4.822911 -1.537866 0.0049 -0.0070 0.0059
C 0.378762 4.914888 -2.117393 -0.0091 0.0058 -0.0053
C -0.530451 3.877600 -1.973882 -0.0045 -0.0060 -0.0091
H -3.332887 0.980015 3.561595 -0.0080 0.0053 0.0019
H -4.363130 3.207886 3.516988 -0.0002 -0.0030 0.0036
H -4.145822 4.662321 1.504208 0.0014 0.0009 -0.0065
H -2.865360 3.854661 -0.450380 0.0024 0.0008 -0.0020
H -4.271996 1.229683 -1.335050 -0.0052 -0.0094 -0.0022
H -5.661578 1.019347 -3.357152 -0.0033 0.0023 0.0037
H -4.612525 1.065252 -5.596756 -0.0021 0.0021 -0.0011
H -2.154813 1.287860 -5.796737 -0.0001 -0.0006 0.0006
H -0.765866 1.472373 -3.777071 -0.0001 -0.0102 -0.0102
H 1.339918 1.752012 -0.124198 0.0057 0.0015 -0.0123
H 2.970462 3.601366 -0.382381 0.0009 -0.0065 0.0033
H 2.350303 5.630699 -1.655984 0.0018 -0.0009 0.0003
H 0.106104 5.794340 -2.689223 -0.0004 -0.0007 -0.0004
H -1.502414 3.944963 -2.448054 0.0037 0.0056 -0.0026
O -4.321503 -2.069554 -1.952389 0.0165 -0.0088 0.0180
C -3.200295 -1.751406 -1.607642 -0.1279 0.0840 -0.0442
O -2.879773 -1.329658 -0.417848 0.1136 -0.0734 0.0768
C -1.995722 -1.792138 -2.612573 0.1087 -0.1331 -0.0018
O -2.185812 -2.034979 -3.791094 -0.0335 0.0244 0.0013
O -0.854874 -1.564342 -2.052209 -0.0448 0.0053 0.0976
Cl 4.382855 -3.159059 -0.085680 -0.0069 -0.0175 0.0543
Ge 3.400949 -2.142221 -1.923088 0.1886 -0.0392 0.0126
Cl 5.425770 -1.452034 -2.793044 -0.0537 0.0252 -0.0787
Cl 3.240360 -4.167762 -3.132134 0.0112 0.0003 0.0154
C 3.494489 -0.979207 3.010793 -0.0022 -0.0072 0.0088
C 2.992296 0.225948 2.204237 0.0063 -0.0070 0.0123
C 2.717516 1.405642 3.147212 -0.0031 -0.0050 0.0005
C 4.058248 0.629897 1.177004 0.0017 -0.0118 0.0067
C 1.745109 -0.140910 1.512820 0.0004 -0.0100 0.0151
C 0.713442 -0.454686 0.948897 0.1206 0.0567 0.0344
H 4.419761 -0.720511 3.536354 0.0003 0.0008 0.0023
H 3.690406 -1.823333 2.349097 -0.0053 0.0058 0.0000
H 2.745517 -1.286332 3.743276 -0.0027 0.0020 0.0064
H 3.631778 1.682884 3.681419 0.0013 0.0030 0.0004
H 1.950331 1.140326 3.876583 0.0016 0.0021 0.0034
H 2.363366 2.272651 2.585712 -0.0028 0.0016 -0.0004
H 4.978902 0.929676 1.687354 -0.0049 0.0042 0.0095
H 3.710961 1.467168 0.568333 0.0092 -0.0095 -0.0087
H 4.291861 -0.204917 0.516823 -0.0031 -0.0052 -0.0176
N 1.413557 -4.690655 -0.470111 0.0684 0.1034 -0.1225
C 0.501888 -3.751478 -0.812657 0.0085 0.0160 0.0657
N -0.095588 -3.215047 0.224937 -0.0023 -0.0839 0.0183
C 0.494116 -3.811033 1.335679 -0.0975 0.0277 -0.0169
C 0.286509 -3.582247 2.692622 -0.0002 0.0092 0.0248
C 1.063489 -4.296259 3.584653 0.0021 0.0017 -0.0114
C 2.033271 -5.211023 3.144080 -0.0022 0.0009 0.0115
C 2.248078 -5.441389 1.799211 0.0225 -0.0172 -0.0015
C 1.456098 -4.729606 0.906965 0.0197 0.0050 0.0678
H 2.143425 -4.976726 -1.114453 -0.0488 -0.0719 0.0092
H 0.320335 -3.453472 -1.833825 -0.0203 0.0032 -0.0162
H -0.437837 -2.847411 3.014775 0.0119 -0.0223 0.0089
H 0.939725 -4.132877 4.648436 -0.0049 0.0012 0.0006
H 2.640722 -5.731575 3.874628 -0.0027 -0.0017 0.0014
H 3.020755 -6.114562 1.452784 -0.0013 -0.0049 -0.0009
```
Positions in Å, forces in eV/Å.

Results
Spin multiplicity: 6
Total charge: -2
Frontier orbital gap (alpha / beta) (eV): 5.773 / 7.675
<S²>: 8.88
LUMO energy (alpha / beta) (eV): 4.29 / 4.28
Calculated total energy (eV): -186711.752
Largest force on an atom (eV/A): 0.483
E_HOMO (alpha / beta) (eV): -1.49 / -3.40
Energy relative to the best compared isomer or geometry (same formula, charge and spin) (eV): 0.410